Entry 1:
ORCA calculation (ωB97M-V/def2-TZVPD) on a 9-piece molecular cluster, C55H57N8O16S overall.

Results
lowest unoccupied orbital energy = -3.9 eV
total charge = +1
frontier orbital gap = 7.24 eV

Each line ends with the Löwdin charge.
CARTESIAN COORDINATES (ANGSTROEM)
C: -1.3576 3.3233 -4.4355  -0.0890
C: -0.7559 2.0845 -3.6975  -0.2591
C: -0.0171 2.4468 -2.3622  -0.2024
C: 0.5355 1.1026 -1.7507  -0.1744
C: 2.0961 1.0439 -1.6279  -0.1893
C: 2.8808 1.6257 -2.8590  -0.2196
C: 3.9672 2.6338 -2.3312  -0.3934
S: 3.4412 4.3932 -2.2971  1.0624
H: -2.1416 2.9415 -5.1205  0.0785
H: -1.7869 4.0108 -3.6814  0.0702
H: -0.5606 3.8179 -5.0260  0.0695
H: -1.5202 1.3339 -3.4340  0.0928
H: -0.0270 1.5608 -4.3533  0.1012
H: -0.7605 2.9097 -1.6814  0.0897
H: 0.7792 3.2059 -2.5287  0.0526
H: 0.1874 0.2365 -2.3595  0.0815
H: 0.1363 1.0419 -0.7154  0.1173
H: 2.3642 -0.0332 -1.5587  0.1185
H: 2.4177 1.4735 -0.6517  0.1084
H: 3.4557 0.7912 -3.3151  0.1238
H: 2.2394 2.0363 -3.6578  0.1019
H: 4.2775 2.3268 -1.3160  0.0980
H: 4.8717 2.5652 -2.9703  0.1064
H: 3.5902 4.8963 -3.5619  0.0196
H: 2.1496 4.5159 -1.8509  -0.0002
C: -5.6137 -3.1942 -2.9009  -0.0454
C: -5.4757 -2.5616 -4.1315  -0.0565
C: -4.2946 -1.9080 -4.4473  0.0003
C: -3.2577 -1.8998 -3.5225  -0.1424
C: -3.3878 -2.5227 -2.2872  0.0125
C: -4.5737 -3.1715 -1.9785  -0.0503
N: -2.0053 -1.2338 -3.8611  -0.3248
O: -1.9285 -0.6814 -4.9407  0.0500
O: -1.1003 -1.2681 -3.0479  0.0588
H: -6.5357 -3.7087 -2.6598  0.1149
H: -6.2887 -2.5811 -4.8454  0.1117
H: -4.1945 -1.4184 -5.4061  0.1164
H: -2.5819 -2.5116 -1.5666  0.1141
H: -4.6873 -3.6613 -1.0255  0.0809
C: 0.5913 0.7790 -8.0622  -0.0700
C: -0.5354 0.0765 -7.6507  -0.0574
C: -1.4469 -0.3820 -8.5899  -0.0065
C: -1.2157 -0.1358 -9.9364  -0.1468
C: -0.0980 0.5707 -10.3583  0.0035
C: 0.8078 1.0300 -9.4127  -0.0652
N: -2.1611 -0.6452 -10.9277  -0.3548
O: -3.1359 -1.2451 -10.5196  0.0576
O: -1.9167 -0.4499 -12.0968  0.0960
H: 1.3055 1.1313 -7.3269  0.0976
H: -0.7016 -0.1175 -6.5994  0.0739
H: -2.3211 -0.9288 -8.2631  0.1218
H: 0.0782 0.7649 -11.4073  0.1217
H: 1.6853 1.5794 -9.7288  0.1069
C: -1.8893 6.4168 1.6883  -0.0597
C: -1.7692 5.5608 0.5989  -0.0728
C: -2.4160 4.3327 0.6045  -0.0106
C: -3.1829 3.9749 1.7039  -0.1429
C: -3.3041 4.8180 2.7988  -0.0047
C: -2.6523 6.0440 2.7879  -0.0657
N: -3.8835 2.6914 1.7002  -0.3584
O: -3.7369 1.9715 0.7341  0.0747
O: -4.5685 2.4199 2.6605  0.0917
H: -1.3883 7.3772 1.6798  0.1116
H: -1.1735 5.8534 -0.2570  0.0981
H: -2.3185 3.6736 -0.2465  0.0958
H: -3.8984 4.5409 3.6593  0.1245
H: -2.7423 6.7116 3.6356  0.1141
C: -1.4505 2.5483 6.9233  -0.0546
C: -0.8503 3.0381 8.0776  -0.0505
C: -0.4946 4.3790 8.1597  0.0176
C: -0.7500 5.2156 7.0805  -0.1449
C: -1.3428 4.7337 5.9226  -0.0088
C: -1.6933 3.3941 5.8466  -0.0649
N: -0.4010 6.6330 7.1652  -0.3598
O: 0.1331 7.0252 8.1781  0.0892
O: -0.6685 7.3399 6.2129  0.0628
H: -1.7325 1.5036 6.8644  0.1095
H: -0.6652 2.3761 8.9127  0.0649
H: -0.0283 4.7537 9.0604  0.1228
H: -1.5380 5.3825 5.0802  0.0828
H: -2.1594 3.0078 4.9481  0.0952
C: 3.5543 -2.3524 8.9076  -0.0907
C: 3.9303 -1.3022 9.7367  -0.0594
C: 3.0189 -0.3054 10.0536  0.0044
C: 1.7316 -0.3767 9.5381  -0.1436
C: 1.3469 -1.4184 8.7039  0.0013
C: 2.2662 -2.4076 8.3887  -0.0580
N: 0.7622 0.6562 9.8905  -0.3417
O: 1.1323 1.5640 10.6028  0.0926
O: -0.3696 0.5526 9.4553  0.0436
H: 4.2606 -3.1273 8.6690  0.0924
H: 4.9350 -1.2621 10.1383  0.1131
H: 3.3186 0.5087 10.6992  0.1201
H: 0.3454 -1.4701 8.2994  0.1164
H: 1.9785 -3.2251 7.7407  0.1105
C: -2.0214 -5.3788 -10.8192  -0.0573
C: -1.4254 -6.5206 -10.2953  -0.0616
C: -0.5756 -6.4228 -9.2020  -0.0007
C: -0.3351 -5.1756 -8.6413  -0.1464
C: -0.9189 -4.0291 -9.1613  0.0057
C: -1.7653 -4.1343 -10.2556  -0.0510
N: 0.5394 -5.0667 -7.4745  -0.3605
O: 1.0508 -6.0810 -7.0530  0.0824
O: 0.7023 -3.9648 -6.9893  0.0644
H: -2.6885 -5.4592 -11.6688  0.1115
H: -1.6259 -7.4878 -10.7374  0.1094
H: -0.1159 -7.3149 -8.7999  0.1196
H: -0.7264 -3.0579 -8.7260  0.0994
H: -2.2273 -3.2465 -10.6666  0.0802
C: 8.9432 0.8858 5.6520  -0.0678
C: 9.0783 -0.3302 6.3109  -0.0594
C: 7.9528 -1.0753 6.6320  0.0034
C: 6.6987 -0.5925 6.2830  -0.1430
C: 6.5514 0.6241 5.6311  -0.0044
C: 7.6820 1.3642 5.3163  -0.0677
N: 5.5124 -1.3855 6.5989  -0.3339
O: 5.6752 -2.4349 7.1891  0.0580
O: 4.4338 -0.9539 6.2539  0.0879
H: 9.8243 1.4626 5.3985  0.1093
H: 10.0616 -0.6987 6.5721  0.1115
H: 8.0655 -2.0204 7.1450  0.1209
H: 5.5736 1.0010 5.3651  0.1170
H: 7.5809 2.3134 4.8064  0.1064
C: -1.3769 -4.1330 4.0777  -0.0694
C: -2.5073 -4.8328 4.4822  -0.0598
C: -3.4191 -5.2849 3.5393  0.0050
C: -3.1839 -5.0325 2.1947  -0.1422
C: -2.0618 -4.3284 1.7799  -0.0022
C: -1.1564 -3.8775 2.7294  -0.0668
N: -4.1300 -5.5283 1.1968  -0.3431
O: -5.1067 -6.1222 1.5913  0.0998
O: -3.8822 -5.3190 0.0239  0.0481
H: -0.6641 -3.7862 4.8161  0.1045
H: -2.6763 -5.0287 5.5329  0.1107
H: -4.2964 -5.8288 3.8610  0.1223
H: -1.8821 -4.1292 0.7325  0.1125
H: -0.2761 -3.3300 2.4186  0.1061

***

Entry 2:
ORCA calculation (ωB97M-V/def2-TZVPD) on a 10-piece molecular cluster, C55H59N9O4S overall.

Results
lowest unoccupied orbital energy = 0.4 eV
frontier orbital gap = 8.56 eV

Each line ends with the Löwdin charge.
CARTESIAN COORDINATES (ANGSTROEM)
C: -3.1277 4.5797 2.7248  -0.1543
C: -2.9847 5.4176 1.3181  -0.2522
C: -3.9891 4.9112 0.1195  -0.1628
C: -3.1545 4.3916 -1.2312  -0.1622
O: -2.1939 3.3448 -0.8474  -0.2151
O: -1.4369 3.1470 -1.8908  -0.3615
S: 0.0790 3.9143 -1.7429  1.0651
O: 0.4309 4.3546 -3.2166  -0.4685
O: 1.3295 2.8389 -1.3108  -0.3590
C: 0.8738 1.4413 -1.2511  -0.2155
C: 0.4878 0.6812 -2.6560  0.0101
C: -0.0458 -0.8717 -2.5669  -0.0373
C: -0.1472 -1.5703 -1.0829  -0.0594
C: 0.2616 -0.8422 0.3466  -0.0516
C: 0.7979 0.7150 0.2432  0.0088
H: -2.2963 5.0152 3.4539  0.0761
H: -2.8698 3.4230 2.6041  0.0810
H: -4.1543 4.7447 3.2831  0.0804
H: -3.2497 6.5350 1.5536  0.1072
H: -1.8806 5.2836 0.9423  0.1060
H: -4.5894 5.8728 -0.2486  0.1182
H: -4.7997 4.1249 0.4700  0.1231
H: -3.9655 4.0592 -2.0098  0.1327
H: -2.5709 5.3119 -1.6663  0.1340
H: 0.6008 1.3064 -3.6475  0.0856
H: -0.3507 -1.3948 -3.5817  0.0632
H: -0.5500 -2.6899 -1.0400  0.0691
H: 0.1607 -1.4091 1.3791  0.0580
H: 1.1244 1.3099 1.2160  0.0988
N: -0.2550 -2.5013 3.6144  0.0479
C: -0.7661 -1.9257 4.7247  -0.1559
C: -1.5959 -2.5812 5.6202  -0.0779
C: -1.9268 -3.9071 5.3615  -0.0756
C: -1.4176 -4.5269 4.2250  -0.0742
C: -0.5925 -3.7900 3.3907  -0.1490
H: -0.4815 -0.8893 4.8810  0.1051
H: -1.9754 -2.0701 6.4977  0.1061
H: -2.5758 -4.4531 6.0400  0.1068
H: -1.6571 -5.5589 3.9949  0.1012
H: -0.1672 -4.2302 2.4931  0.1023
N: -0.1127 -3.2953 -5.3190  0.0547
C: -0.1069 -2.9134 -6.6149  -0.1466
C: -0.0100 -3.7966 -7.6782  -0.0697
C: 0.0911 -5.1552 -7.3981  -0.0817
C: 0.0898 -5.5795 -6.0733  -0.0799
C: -0.0149 -4.6208 -5.0784  -0.1537
H: -0.1847 -1.8430 -6.7818  0.0692
H: -0.0130 -3.4340 -8.6999  0.1024
H: 0.1701 -5.8776 -8.2054  0.1034
H: 0.1678 -6.6311 -5.8219  0.0999
H: -0.0240 -4.9021 -4.0290  0.0993
N: 1.5150 -0.3092 -7.8469  0.0551
C: 2.2544 0.2166 -8.8480  -0.1471
C: 2.7438 1.5130 -8.8456  -0.0775
C: 2.4555 2.3233 -7.7525  -0.0739
C: 1.6946 1.8109 -6.7067  -0.0640
C: 1.2529 0.5008 -6.7983  -0.1449
H: 2.4497 -0.4538 -9.6799  0.1009
H: 3.3350 1.8821 -9.6760  0.1006
H: 2.8207 3.3455 -7.7156  0.1070
H: 1.4522 2.4170 -5.8411  0.0959
H: 0.6588 0.0539 -6.0060  0.0847
N: -4.9748 1.2870 4.3144  0.0543
C: -6.2453 0.8674 4.1267  -0.1546
C: -6.5783 -0.3782 3.6190  -0.0809
C: -5.5472 -1.2473 3.2784  -0.0778
C: -4.2283 -0.8431 3.4583  -0.0749
C: -3.9951 0.4208 3.9762  -0.1530
H: -7.0142 1.5824 4.4043  0.0996
H: -7.6164 -0.6636 3.4918  0.0997
H: -5.7693 -2.2314 2.8762  0.1050
H: -3.4022 -1.4967 3.2022  0.0930
H: -2.9831 0.7810 4.1387  0.0972
N: 5.7017 -1.3755 3.4914  0.0488
C: 6.4376 -0.7621 2.5387  -0.1612
C: 5.9114 -0.2756 1.3527  -0.0704
C: 4.5479 -0.4297 1.1254  -0.0869
C: 3.7640 -1.0590 2.0870  -0.0742
C: 4.3807 -1.5090 3.2433  -0.1377
H: 7.4966 -0.6689 2.7611  0.1040
H: 6.5493 0.2112 0.6238  0.1057
H: 4.0998 -0.0623 0.2068  0.1104
H: 2.6986 -1.1950 1.9396  0.0842
H: 3.8110 -2.0032 4.0253  0.1069
N: 5.6711 -4.5545 6.5478  0.0507
C: 6.3025 -4.9556 7.6729  -0.1602
C: 7.4859 -4.4000 8.1322  -0.0873
C: 8.0613 -3.3724 7.3923  -0.0865
C: 7.4357 -2.9386 6.2280  -0.0756
C: 6.2527 -3.5539 5.8515  -0.1496
H: 5.8161 -5.7624 8.2135  0.0976
H: 7.9480 -4.7600 9.0445  0.0975
H: 8.9893 -2.9132 7.7202  0.1018
H: 7.8589 -2.1404 5.6288  0.0940
H: 5.7245 -3.2483 4.9526  0.0665
N: -2.5471 -4.8407 -1.6110  0.0540
C: -2.7125 -5.9638 -0.8785  -0.1542
C: -3.5455 -7.0082 -1.2467  -0.0805
C: -4.2566 -6.8949 -2.4366  -0.0811
C: -4.1088 -5.7493 -3.2119  -0.0746
C: -3.2492 -4.7600 -2.7621  -0.1519
H: -2.1388 -6.0036 0.0429  0.0963
H: -3.6378 -7.8885 -0.6206  0.1001
H: -4.9203 -7.6925 -2.7574  0.1046
H: -4.6494 -5.6303 -4.1440  0.1026
H: -3.0971 -3.8487 -3.3335  0.1034
N: 3.0193 3.1779 3.3898  0.0552
C: 3.1309 4.0287 4.4333  -0.1563
C: 4.1327 3.9507 5.3875  -0.0820
C: 5.0772 2.9366 5.2688  -0.0759
C: 4.9878 2.0436 4.2059  -0.0622
C: 3.9518 2.2048 3.2999  -0.1377
H: 2.3684 4.8005 4.4842  0.0993
H: 4.1753 4.6630 6.2036  0.0992
H: 5.8764 2.8429 5.9982  0.1048
H: 5.7078 1.2422 4.0856  0.0815
H: 3.8413 1.5355 2.4513  0.0743
N: -5.5018 6.0461 -4.3723  0.0523
C: -5.8888 7.3401 -4.3392  -0.1557
C: -5.0323 8.4065 -4.5615  -0.0818
C: -3.6956 8.1320 -4.8307  -0.0808
C: -3.2663 6.8094 -4.8697  -0.0746
C: -4.1985 5.8108 -4.6379  -0.1625
H: -6.9404 7.5028 -4.1220  0.0996
H: -5.3985 9.4262 -4.5252  0.0996
H: -2.9942 8.9419 -5.0089  0.1047
H: -2.2312 6.5624 -5.0763  0.1043
H: -3.9132 4.7627 -4.6610  0.1013

***

Entry 3:
ORCA calculation (ωB97M-V/def2-TZVPD) on C55H63N6O5PSV as an isolated structure.

Results
energy above the lowest of the compared OMol25 structures with the same formula, charge and spin = 0.0 kJ/mol
lowest unoccupied orbital energy (alpha / beta) = 0.0 / 0.0 eV
frontier orbital gap (alpha / beta) = 6.35 / 7.90 eV
⟨S²⟩ = 3.7576
2S+1 = 4

Each line ends with the Löwdin spin population.
CARTESIAN COORDINATES (ANGSTROEM)
V: 0.1061 -0.1428 -0.1008  2.7326
C: -1.8363 4.9373 3.5353  0.0001
C: -1.1080 3.6072 3.5283  0.0002
C: -0.6810 3.1517 4.9153  0.0000
O: -1.9582 2.6408 2.9386  0.0023
C: -1.2586 1.9142 1.9311  0.0078
C: -0.2175 2.9612 1.4894  0.0027
O: 0.0385 3.6754 2.7004  0.0004
C: 1.1279 2.5984 0.7876  0.0095
O: 0.8540 1.7436 -0.2695  0.0350
C: 1.6322 3.9510 0.2526  -0.0001
C: 2.2871 4.8624 1.0749  0.0001
C: 2.6821 6.0991 0.5881  0.0001
C: 2.4273 6.4473 -0.7310  0.0000
C: 1.7662 5.5481 -1.5551  0.0001
C: 1.3693 4.3131 -1.0622  0.0000
C: 2.2418 1.9738 1.6442  0.0042
C: 2.2410 1.8312 3.0265  0.0007
C: 3.3398 1.2896 3.6897  0.0002
C: 4.4559 0.8782 2.9836  0.0005
C: 4.4668 1.0067 1.5981  0.0001
C: 3.3759 1.5503 0.9440  0.0015
C: -2.3106 1.4227 0.8911  0.0096
O: -1.7302 0.5596 -0.0223  0.0263
C: -2.8769 2.6591 0.1720  0.0001
C: -2.4263 2.9734 -1.1052  0.0008
C: -2.8578 4.1271 -1.7447  0.0001
C: -3.7504 4.9840 -1.1166  0.0000
C: -4.2194 4.6679 0.1511  0.0000
C: -3.7874 3.5131 0.7875  0.0001
C: -3.4538 0.6456 1.5607  0.0007
C: -3.4346 0.1805 2.8720  0.0004
C: -4.4717 -0.6033 3.3698  0.0000
C: -5.5548 -0.9215 2.5673  0.0001
C: -5.5893 -0.4564 1.2570  0.0000
C: -4.5495 0.3123 0.7644  0.0001
H: -2.7879 4.8453 4.0599  0.0000
H: -2.0272 5.2454 2.5075  0.0000
H: -1.2307 5.6957 4.0326  0.0000
H: -1.5027 3.2617 5.6231  0.0000
H: 0.1648 3.7452 5.2647  0.0000
H: -0.3896 2.1005 4.8828  0.0000
H: -0.7567 1.0350 2.3640  0.0049
H: -0.7187 3.6345 0.7863  0.0001
H: 2.4958 4.5978 2.1036  0.0000
H: 3.1932 6.7937 1.2435  0.0000
H: 2.7332 7.4149 -1.1085  0.0000
H: 1.5485 5.8106 -2.5838  0.0000
H: 0.8161 3.6230 -1.6859  0.0000
H: 1.3907 2.1625 3.5990  0.0000
H: 3.3163 1.2008 4.7699  0.0000
H: 5.3142 0.4660 3.5009  0.0000
H: 5.3305 0.6880 1.0273  0.0001
H: 3.3901 1.6522 -0.1335  0.0001
H: -1.7199 2.3029 -1.5768  0.0009
H: -2.4895 4.3625 -2.7364  0.0000
H: -4.0790 5.8903 -1.6099  0.0000
H: -4.9267 5.3224 0.6461  0.0000
H: -4.1615 3.2729 1.7745  0.0000
H: -2.6157 0.4430 3.5290  0.0000
H: -4.4237 -0.9598 4.3912  0.0000
H: -6.3673 -1.5220 2.9579  0.0000
H: -6.4378 -0.6836 0.6214  0.0000
H: -4.5804 0.6868 -0.2516  0.0000
N: -2.1973 -2.4598 5.2510  -0.0025
C: -1.2894 -2.1906 4.5999  -0.0005
C: -0.1456 -1.8903 3.7893  0.0006
C: 1.1527 -2.0449 4.2853  0.0190
C: 2.2083 -1.8167 3.4283  -0.0009
C: 1.9374 -1.4094 2.1257  0.0235
N: 0.7008 -1.2476 1.6623  0.0208
C: -0.3259 -1.5090 2.4684  0.0223
H: 1.3112 -2.3352 5.3152  0.0012
H: 3.2344 -1.9204 3.7473  -0.0004
H: 2.7360 -1.1873 1.4270  0.0017
H: -1.3186 -1.4111 2.0441  0.0022
S: 2.2484 -1.1452 -1.3837  0.0141
C: 2.4877 -0.0605 -2.6814  0.0070
N: 1.9421 1.1533 -2.6936  0.0054
C: 2.1836 2.1154 -3.7584  0.0002
C: 2.4509 1.3916 -5.0669  0.0001
C: 3.5603 0.3755 -4.8620  0.0002
N: 3.2423 -0.4590 -3.7164  0.0027
H: 1.5556 1.4901 -1.7848  0.0025
H: 3.0272 2.7640 -3.4987  0.0001
H: 1.3018 2.7501 -3.8430  0.0001
H: 2.7369 2.1080 -5.8368  0.0000
H: 1.5436 0.8817 -5.3977  0.0000
H: 4.5183 0.8848 -4.7119  0.0001
H: 3.6628 -0.2754 -5.7295  0.0000
H: 3.5764 -1.4100 -3.6847  -0.0001
C: -0.0586 -4.4089 0.9213  0.0002
N: -1.4141 -3.9404 0.7209  0.0014
C: -2.4642 -4.7692 1.2851  0.0002
C: -3.7888 -4.0385 1.2398  0.0000
C: -4.0145 -3.5512 -0.1756  0.0002
N: -2.9105 -2.7010 -0.5794  0.0006
C: -3.1772 -1.7238 -1.6180  0.0004
C: -1.6436 -2.8999 -0.1470  0.0035
O: -0.7031 -2.1865 -0.5212  0.0299
H: 0.2086 -4.3936 1.9824  0.0001
H: 0.6246 -3.7769 0.3614  0.0000
H: 0.0388 -5.4403 0.5653  0.0000
H: -2.1877 -5.0075 2.3160  0.0000
H: -2.5304 -5.7202 0.7389  0.0001
H: -3.7681 -3.1808 1.9157  0.0000
H: -4.5959 -4.6997 1.5550  0.0000
H: -4.9277 -2.9587 -0.2422  0.0000
H: -4.1204 -4.4000 -0.8652  0.0000
H: -3.9604 -1.0414 -1.2938  0.0001
H: -3.5023 -2.2323 -2.5320  0.0000
H: -2.2815 -1.1493 -1.8167  0.0015
C: 2.2036 -5.9526 -1.7220  0.0000
P: 1.2544 -4.5749 -2.4931  0.0000
C: 0.0685 -5.5792 -3.4823  0.0000
C: 2.4307 -4.0740 -3.8031  0.0000
C: 1.9802 -3.6630 -5.0576  0.0000
C: 2.8650 -3.2045 -6.0233  0.0000
C: 4.2246 -3.1379 -5.7515  0.0000
C: 4.6873 -3.5265 -4.5009  0.0000
C: 3.7978 -3.9823 -3.5370  -0.0001
H: 2.9309 -5.5642 -1.0085  0.0000
H: 2.7214 -6.5842 -2.4466  0.0000
H: 1.4997 -6.5699 -1.1603  0.0000
H: 0.5494 -6.2665 -4.1815  0.0000
H: -0.6120 -4.9302 -4.0339  0.0000
H: -0.5400 -6.1577 -2.7844  0.0000
H: 0.9239 -3.7038 -5.2945  0.0000
H: 2.4887 -2.9034 -6.9933  0.0000
H: 4.9176 -2.7905 -6.5074  0.0000
H: 5.7445 -3.4783 -4.2711  0.0000
H: 4.1809 -4.2683 -2.5653  0.0000

***

| no. | strongest force on any atom (eV/Å) |
| --- | --- |
| 1 | 1.98 |
| 2 | 6.00 |
| 3 | 0.90 |